No. 1
117
Properties=species:S:1:pos:R:3 method="wB97M-V/def2-TZVPD" e_lumo_ev="-8.9061 / -8.9056" homo_ev="-12.033 / -12.034" charge=+2 e_above_lowest_kcal_mol=33.7 fmax_ev_per_a=1.43
H 1.920 3.107 0.194
H 5.041 1.043 0.610
C 1.655 2.445 -2.220
Au 1.186 -1.239 -0.892
H 3.919 1.571 -4.445
H -1.620 2.667 5.051
H 1.646 1.371 0.382
H 2.161 -0.567 -5.474
H 3.772 -0.032 1.164
C -0.721 -3.388 0.867
H -5.031 2.778 1.692
H -3.631 -4.932 3.104
H 3.838 -2.052 -4.963
H -4.594 -0.262 -1.094
C -3.068 -3.914 0.583
H -4.551 -0.317 0.653
C 2.382 2.125 0.087
C -1.888 -3.991 1.328
H 4.865 -1.951 -3.551
C 4.741 0.004 0.678
C -2.147 1.757 4.778
H 3.621 -2.458 -0.149
H -2.367 4.575 3.516
N -2.551 -1.449 -4.444
H 3.280 -2.875 4.157
C 3.846 -1.819 -3.898
C -5.740 -5.138 2.947
C 2.017 -0.277 -4.434
C -2.959 -3.278 -0.657
Sb -1.310 2.049 1.140
H 4.565 0.218 -5.364
H -1.700 -1.606 4.027
H -2.968 -3.193 -3.466
H -5.547 -3.937 -0.629
H 1.893 2.411 -3.277
H 0.902 5.682 3.174
C 4.341 0.573 -4.356
H 4.302 2.778 -2.700
H -3.079 -0.583 -0.266
H -3.130 3.578 -1.962
C -1.841 -0.984 3.149
C 3.350 -0.388 -3.693
H 0.871 3.952 3.442
H 1.066 1.675 4.163
H -1.308 -1.443 2.322
H 1.446 3.486 -1.970
H 4.778 -2.692 -1.452
H 3.204 -2.538 -3.394
H 1.631 0.737 -4.438
H -3.185 4.977 2.013
C 0.647 -4.177 2.831
H 6.155 0.736 -1.554
H -5.939 2.714 0.199
C 0.850 4.719 2.675
C -2.280 5.139 2.591
N 1.620 -3.985 3.693
H -1.885 -4.464 2.294
H 5.355 -2.504 0.196
H 3.185 -1.590 1.981
H -0.010 -5.006 3.047
C -4.359 -4.364 1.134
C -3.997 -0.004 -0.225
C -1.701 -1.905 -2.275
C -4.482 -4.827 2.450
H 3.838 3.824 -1.371
H -2.219 2.112 -2.271
C -0.557 5.458 -0.084
C -1.889 -0.307 -4.401
H -2.897 -0.990 2.904
H 1.271 0.347 3.035
H -3.921 2.191 -2.671
H 3.220 2.084 0.773
C 2.504 -3.042 3.426
C -1.042 -0.010 -3.337
C -4.962 2.934 0.620
H 5.469 -0.501 1.312
C 2.812 1.924 -1.370
H 0.456 5.374 -0.466
Si -3.622 1.863 -0.198
H -5.862 -5.483 3.964
C -5.542 -4.272 0.394
H -3.140 2.033 4.437
Si -1.177 0.770 3.471
H -0.784 6.518 -0.013
C -2.455 -2.246 -3.403
H -4.771 3.989 0.445
H -2.022 0.359 -5.238
H -2.271 1.175 5.687
H 0.755 1.865 -2.019
N -6.847 -5.018 2.242
N -0.664 -2.729 -0.287
H 1.748 4.618 2.075
C 0.684 0.699 3.879
H 6.860 -0.636 -0.717
C -1.753 -2.698 -1.043
H 4.904 2.460 -1.081
C 6.046 -0.330 -1.376
C -3.179 2.494 -1.938
C 4.603 -2.165 -0.518
H -0.449 0.890 -3.325
C 2.422 -2.297 2.253
N -0.950 -0.801 -2.278
C 4.041 2.790 -1.648
H 1.268 -0.936 -4.003
H -2.244 6.192 2.856
H -1.230 5.025 -0.820
C -6.749 -4.604 0.995
H -3.812 -3.172 -1.306
H 0.870 0.027 4.712
H 6.168 -0.857 -2.317
H 5.278 0.637 -3.812
N 1.393 -2.417 1.434
C 0.474 -3.342 1.715
C 4.707 -0.648 -0.705
Si -0.728 4.625 1.619
Si 3.168 0.009 -1.758
H -7.679 -4.519 0.452

---

No. 2
147
Properties=species:S:1:pos:R:3 method="wB97M-V/def2-TZVPD" e_lumo_ev=0.2601 smiles="CCCCC[C@@H](N(Br)CCCS)[C@@](I)(C[C@H](C)Br)O[C@@H](C)F.CNC(C)=O.CNC(C)=O.CNC(C)=O.CNC(C)=O.CNC(C)=O.CNC(C)=O.CNC(C)=O.CNC(C)=O" homo_ev=-8.260 charge=0 fmax_ev_per_a=0.66
O 3.608 4.514 -4.418
H -2.125 0.128 -5.146
H 6.945 6.721 -5.801
C -3.191 -0.030 -5.297
C 1.302 -4.576 7.192
C -6.688 -4.731 -1.524
C -1.990 -1.244 -0.533
C 4.703 2.044 0.913
N -1.499 -1.017 7.636
H -6.452 -1.808 -1.262
C 1.967 -2.487 -3.308
O -0.743 6.269 0.378
C -3.969 0.260 -4.035
N 3.587 1.346 -3.279
H -11.644 -4.331 -5.487
H 2.534 3.798 -2.654
N 2.182 -3.443 6.981
H -6.206 -5.000 -2.466
C 4.197 -4.531 7.866
O 1.400 1.097 -3.661
H -1.434 -1.687 -1.370
O -3.549 -1.927 7.596
H 3.489 1.633 2.660
H -7.542 -2.376 0.021
C 1.921 0.586 0.649
C 0.381 0.487 0.722
H 1.792 -2.612 6.565
H -7.299 -5.576 -1.202
C 0.994 5.011 3.293
C -8.781 -5.770 -5.045
H 3.696 0.539 -3.873
C -0.235 -0.574 7.086
H -2.249 -0.897 4.967
H 3.768 6.252 -6.983
H -0.094 0.497 7.239
H 5.422 2.315 -3.579
H 0.957 3.101 -2.220
F 2.342 0.022 4.011
C 6.191 2.426 0.786
C 1.894 -1.730 -0.891
H -1.462 6.616 3.378
C -2.545 -1.605 6.988
H -6.241 -1.228 0.393
H 2.204 -3.334 -3.961
H -2.290 0.696 0.365
H 0.580 5.721 4.002
C 2.664 -0.619 1.219
H 0.799 4.638 1.221
H 5.459 0.095 5.024
H -0.117 7.719 3.052
C -8.013 -4.873 -5.989
H 5.186 1.258 2.858
H 2.060 -0.787 -1.423
H -0.352 1.825 -0.786
C -5.543 -3.203 0.124
O 4.162 -1.034 3.093
H 0.882 -4.922 6.246
H 0.146 0.253 -1.445
H 7.370 5.070 -6.273
H -3.360 -1.069 -5.562
H 0.022 1.236 1.440
H -3.305 -2.309 5.141
H -8.562 -4.719 -6.919
C -0.363 0.741 -0.599
H 0.343 -0.747 -3.577
H 6.330 3.511 0.782
H 6.049 5.909 -7.084
H 2.641 4.920 -6.670
H 2.605 -1.649 -3.602
C 3.505 -3.332 7.264
H 0.098 -0.496 1.120
H 2.378 2.761 -1.219
C -2.396 -1.837 5.500
H 5.350 1.272 -2.148
C 3.688 5.201 -6.705
N -5.697 -4.384 -0.527
N -10.008 -5.341 -4.636
H 0.833 -1.783 -0.584
C 4.782 1.973 -2.762
H 2.081 -0.970 2.076
S 0.229 -2.080 -3.614
H 4.332 1.589 -0.004
O 4.102 -2.293 7.022
H 4.137 -5.391 7.199
H 5.926 5.063 -4.224
H 5.240 -4.273 8.021
H -1.611 7.839 2.103
H -7.340 -3.883 -1.706
C 6.540 5.762 -6.128
H -0.198 -0.774 6.019
N 2.771 -1.749 0.282
C -6.515 -2.088 -0.209
H -10.083 -3.530 -5.668
H -3.523 0.608 -6.117
H -3.043 -1.510 -0.663
H -4.416 1.647 -2.680
H 3.340 -1.516 4.832
H -10.900 -3.512 -4.106
H 0.737 4.003 3.627
Br 3.637 3.729 1.003
I 5.740 -1.066 0.722
C 4.355 1.198 2.149
O -8.330 -6.831 -4.652
O -4.627 -3.036 0.917
H 4.162 0.079 6.214
C 4.051 -0.279 1.902
C -3.123 2.642 -4.032
H 6.761 2.024 1.627
O -4.639 -0.594 -3.477
C 2.198 -2.883 -1.853
H 3.240 -3.201 -1.725
H -7.817 -3.900 -5.537
H -3.780 3.481 -4.270
H 2.225 0.828 -0.381
H -2.388 2.979 -3.299
H 2.211 1.458 1.240
H 0.477 -4.308 7.854
H 4.514 2.838 -2.163
Br 2.465 -3.368 1.221
H 1.541 -3.735 -1.640
H -1.549 -2.490 5.284
C 4.280 4.956 -5.337
N 0.480 5.246 1.959
H 3.749 -4.802 8.823
H 4.193 4.602 -7.463
C -1.824 0.277 -0.539
H 0.590 -1.098 7.575
H -2.365 0.667 -1.410
C -0.400 6.197 1.545
C -0.928 7.152 2.593
N -3.882 1.517 -3.525
N 5.596 5.242 -5.159
C 2.294 1.726 -3.108
H 4.221 1.378 4.971
H -5.013 -5.079 -0.273
H -2.593 2.358 -4.935
C 3.570 -0.595 4.290
C 2.029 2.927 -2.240
H 6.622 2.013 -0.128
H 2.081 5.103 3.306
H -10.468 -5.982 -4.009
H -1.659 -0.888 8.623
C 4.401 0.320 5.174
H -7.067 -5.357 -6.212
H 1.851 -5.396 7.642
C -10.695 -4.117 -4.991
H -1.661 -1.710 0.401

---

No. 3
83
Properties=species:S:1:pos:R:3 method="wB97M-V/def2-TZVPD" e_lumo_ev="-4.8919 / -4.8801" homo_ev="-11.284 / -11.285" charge=+1 e_above_lowest_kcal_mol=75.0 fmax_ev_per_a=1.22
N -0.113 0.477 0.202
H -1.159 1.950 2.175
C -3.930 -2.959 0.270
N 0.735 -1.895 -0.095
H -2.472 3.992 1.963
H -4.475 -3.508 -0.499
C -1.339 2.120 -1.177
C 3.164 -1.008 -2.998
H -1.900 -4.170 2.028
C 1.399 5.153 -2.525
H 3.530 0.950 -3.742
F 2.317 2.610 -0.165
C -1.709 -2.596 3.596
C -0.397 -0.347 1.421
C 1.361 1.184 2.923
C -0.023 -2.834 2.242
C -2.144 3.477 1.071
N 1.940 0.955 -2.333
H -3.015 -1.165 -1.523
C -1.992 -0.727 1.476
H 2.740 -3.712 -2.101
H -4.416 -1.992 0.401
C 0.266 -0.802 3.734
H -4.025 -3.518 1.203
H -3.079 4.859 -0.284
H 1.798 3.267 3.088
H 2.039 0.254 -4.344
C 0.944 2.649 2.805
F 0.945 -3.798 2.176
H 0.649 2.947 1.810
C -2.489 3.958 -0.185
C -2.667 -1.462 3.725
C 1.096 -2.206 -3.476
H 1.654 -2.813 -4.194
H -2.414 3.561 -2.309
H 0.132 2.883 3.496
H 0.304 -2.807 -3.037
C -1.390 2.328 1.188
H 3.038 -0.102 2.404
H -1.381 -1.771 -1.773
F -3.463 0.552 2.879
C 1.734 4.528 -1.338
H 0.494 -3.736 -1.078
C 1.472 3.015 -3.614
C -0.918 1.643 0.067
H 0.640 -1.362 -3.987
F 1.196 6.464 -2.567
F 1.271 2.330 -4.750
C -1.515 -3.165 2.183
F -1.082 1.416 -2.299
F -3.313 -1.336 4.876
H 1.639 1.054 3.969
H 3.397 1.630 2.359
C -0.134 -1.850 1.038
C -2.469 -2.773 -0.152
Os 1.048 -0.339 -1.091
C 2.640 0.878 2.131
C -1.690 -2.164 1.016
F 1.871 5.236 -0.220
C 1.783 2.351 -2.433
C 0.319 0.073 2.719
H 0.301 -2.832 4.385
H 2.479 0.895 1.054
C 1.276 4.386 -3.666
N 2.011 -1.724 -2.408
H 1.656 -3.786 0.235
C 1.932 3.163 -1.318
C -0.194 -2.211 3.638
H 3.271 -2.488 -0.931
F -2.007 -3.575 4.506
H -2.769 -2.737 -2.275
F -2.734 -0.085 0.514
H 3.611 -1.588 -3.809
C -2.734 -0.561 2.763
F 0.942 4.957 -4.819
H -2.027 -3.768 -0.281
C -2.106 3.257 -1.318
C 1.288 -3.170 -0.580
C 2.669 0.339 -3.459
C -2.397 -2.061 -1.504
H 0.764 -0.531 4.657
C 2.423 -2.841 -1.520
H 3.905 -0.869 -2.210

---

Number 1: M 1050.1 g/mol. Number 2: M 1161.9 g/mol. Number 3: M 907.9 g/mol.